(1)
A molecular structure, C9H13BeNO10Zn, computed with ωB97M-V/def2-TZVPD.

```
35
Properties=species:S:1:pos:R:3:mulliken_charge:R:1
Zn 0.032 -2.438 -5.934 0.84
O -0.604 -1.359 -2.435 -0.43
O -1.163 -0.887 -0.347 -0.35
O 2.203 -5.132 4.052 -0.50
O -0.923 0.705 -1.790 -0.42
O 0.571 6.071 -1.371 -0.57
O -3.918 0.166 -6.564 -0.42
O -0.032 -5.835 4.075 -0.32
O -3.549 -1.794 -6.447 -0.39
O 2.191 7.129 -0.341 -0.27
O -5.543 -1.117 -6.213 -0.36
N -4.346 -0.900 -6.373 1.23
C -0.995 -6.526 3.280 -0.37
C 2.632 7.440 0.995 -0.33
C 1.281 6.238 -0.349 0.55
C -0.888 -0.498 -1.562 0.79
C 0.997 -5.865 2.001 -0.36
C 1.335 5.401 0.903 -0.30
C 1.999 6.383 1.912 -0.55
C -0.485 -6.072 1.820 -0.44
C 1.164 -5.574 3.482 0.57
Be -1.427 3.639 -5.227 0.71
H 0.349 5.087 1.245 0.29
H 2.800 5.915 2.484 0.29
H -0.693 -6.770 1.009 0.35
H 3.695 7.422 1.236 0.34
H 1.247 6.721 2.625 0.32
H 2.247 8.392 1.361 0.24
H 1.575 -6.729 1.673 0.29
H 1.342 -5.020 1.405 0.25
H -0.915 -5.087 1.633 0.20
H -1.231 -0.047 0.112 0.33
H -1.071 -7.609 3.372 0.26
H -1.926 -6.057 3.601 0.30
H 2.048 4.607 0.680 0.24
```

Output
- Kohn-Sham gap (eV) = 1.385
- charge = +2
- E_HOMO (eV) = -13.7
- multiplicity = 1
- LUMO level (Eh) = -0.454
- electronic energy (Eh) = -2950.68441

(2)
A gas-phase ion, C9H13BrN3 (charge +1), computed with ωB97M-V/def2-TZVPD.

```
26
Properties=species:S:1:pos:R:3:mulliken_charge:R:1
Br 0.808 -2.815 2.040 -0.07
N 1.706 -0.273 -0.761 0.05
N 2.685 -0.482 0.258 -0.52
N 1.924 1.199 1.806 -0.52
C 0.410 -1.013 -0.272 -0.50
C -3.202 -0.286 -1.206 -0.46
C -0.763 1.101 -0.713 -0.60
C 0.680 -0.916 1.373 -0.62
C -1.890 1.754 -1.031 -0.55
C -2.056 -1.045 -0.886 -0.69
C 2.075 -0.260 1.516 0.14
C -0.888 -0.297 -0.692 0.94
C -3.093 1.121 -1.382 -0.60
H -0.078 -0.395 1.872 0.60
H -1.924 -2.035 -1.148 0.39
H 1.030 1.570 1.985 0.16
H 0.164 1.612 -0.485 0.42
H 2.945 -1.489 0.162 0.37
H 2.676 1.772 2.219 0.22
H 1.340 0.690 -0.831 0.18
H -4.015 1.686 -1.613 0.37
H 2.230 -0.417 -1.699 0.40
H 2.654 -0.771 2.392 0.43
H 0.409 -2.149 -0.475 0.67
H -4.149 -0.722 -1.331 0.45
H -1.679 2.860 -1.098 0.30
```

Output
- Kohn-Sham gap (eV) = 9.730
- charge = +1
- structure (SMILES) = N[C@@H]1N[NH2+][C@H](c2ccccc2)[C@H]1Br
- E_HOMO (eV) = -13.0
- multiplicity = 1
- relative energy (zero: lowest compared OMol25 entry of this formula, charge and spin) (kcal/mol) = 25.41
- LUMO level (Eh) = -0.119
- electronic energy (Eh) = -3088.69527